Entry 1:
Formula: C63H140Br4N7
Source: OMol25
Level of theory: ωB97M-V with the def2-TZVPD basis set

## Properties
ΔE to the lowest compared entry with this formula, charge and spin   0.0 kJ/mol
Charge   +3
Kohn-Sham gap   6.45 eV
2S+1   1

Each line ends with the Mulliken charge.
Geometry (Å):
C 3.12 -2.18 -3.46  -0.914
C 1.91 -3.05 -3.06  1.126
C 1.80 -4.35 -3.86  -0.520
C 2.84 -5.20 -3.19  -0.726
N 2.80 -6.64 -3.88  0.460
C 4.00 -7.55 -3.57  -0.657
C 4.15 -8.50 -4.75  -0.594
C 3.32 -7.89 -5.88  -0.758
C 2.87 -6.53 -5.42  -0.619
C 1.47 -7.26 -3.38  -0.961
H 3.12 -1.18 -3.03  -0.116
H 3.10 -2.04 -4.54  0.481
H 4.06 -2.50 -3.03  0.059
H 0.98 -2.50 -3.22  -0.210
H 1.86 -3.22 -1.98  -0.572
H 1.93 -4.14 -4.92  0.469
H 0.79 -4.76 -3.82  0.336
H 2.73 -5.42 -2.13  0.287
H 3.84 -4.78 -3.31  0.306
H 3.95 -8.14 -2.66  0.443
H 4.89 -6.94 -3.46  0.340
H 3.86 -9.50 -4.41  0.344
H 5.21 -8.54 -5.01  0.306
H 2.42 -8.47 -6.09  0.310
H 3.86 -7.81 -6.82  0.443
H 1.84 -6.36 -5.72  0.390
H 3.64 -5.83 -5.74  0.442
H 1.31 -8.26 -3.77  0.412
H 0.59 -6.71 -3.71  0.359
H 1.41 -7.16 -2.30  0.380
C 5.36 1.17 -5.01  -1.448
C 3.86 1.53 -4.93  -0.235
C 3.82 2.93 -4.27  -0.474
C 2.44 3.07 -3.53  -0.168
N 2.19 4.32 -2.73  0.253
C 0.81 4.18 -2.08  -0.232
C -0.16 4.85 -3.06  0.182
C 0.64 5.85 -3.98  -1.024
C 2.12 5.59 -3.67  -0.472
C 3.28 4.47 -1.61  -0.755
H 5.46 0.31 -5.67  0.346
H 5.50 0.96 -3.95  0.377
H 6.18 1.88 -5.16  0.352
H 3.37 0.65 -4.51  -0.005
H 3.39 1.51 -5.91  0.438
H 3.95 3.60 -5.12  0.202
H 4.69 2.98 -3.61  0.423
H 2.35 2.34 -2.72  -0.240
H 1.50 2.92 -4.06  0.465
H 0.88 4.72 -1.14  0.529
H 0.57 3.19 -1.72  -0.396
H -0.82 5.39 -2.38  -0.136
H -0.72 4.07 -3.57  0.530
H 0.29 6.86 -3.76  0.353
H 0.47 5.76 -5.05  0.313
H 2.55 6.44 -3.13  0.405
H 2.77 5.50 -4.54  0.352
H 4.20 4.49 -2.19  0.445
H 3.15 3.60 -0.97  0.062
H 3.17 5.39 -1.05  0.435
C -6.95 7.29 1.37  -1.176
C -5.73 7.77 0.50  -0.688
C -4.46 6.95 0.57  -0.692
C -4.58 5.36 0.53  -0.971
N -4.62 4.62 -0.86  0.753
C -5.00 3.12 -0.71  -1.120
C -3.64 2.53 -0.28  0.191
C -2.56 3.27 -1.11  0.841
C -3.20 4.63 -1.43  -1.074
C -5.60 5.32 -1.73  -1.127
H -7.24 6.34 0.93  0.273
H -7.69 8.09 1.38  0.375
H -6.81 7.04 2.43  0.312
H -5.41 8.72 0.93  0.453
H -6.01 8.07 -0.51  0.356
H -3.87 7.13 1.47  0.533
H -3.82 7.35 -0.20  0.285
H -5.48 5.04 1.06  0.632
H -3.77 4.77 0.96  0.554
H -5.34 2.70 -1.66  0.376
H -5.87 3.02 -0.06  0.447
H -3.56 1.45 -0.39  -0.308
H -3.42 2.66 0.78  0.230
H -2.44 2.60 -1.96  -0.081
H -1.65 3.41 -0.54  -0.113
H -3.23 4.77 -2.51  0.327
H -2.74 5.52 -0.99  0.232
H -6.58 5.42 -1.25  0.359
H -5.71 4.90 -2.73  0.341
H -5.15 6.28 -1.98  0.412
C 0.38 -4.43 2.40  -1.378
C -0.50 -4.00 1.29  0.118
C -1.51 -2.85 1.58  -0.018
C -0.85 -1.56 2.18  -0.380
N -0.16 -0.52 1.15  0.428
C 0.82 -1.24 0.16  0.444
C 1.81 -0.21 -0.13  1.798
C 1.51 1.11 0.64  0.087
C 0.73 0.58 1.88  -0.340
C -1.31 0.19 0.37  -0.154
H 1.27 -4.90 2.00  0.250
H -0.20 -5.21 2.90  0.472
H 0.80 -3.78 3.17  0.275
H -1.05 -4.89 0.98  0.660
H 0.00 -3.80 0.34  -0.336
H -2.27 -3.27 2.23  0.538
H -2.06 -2.69 0.65  -0.316
H -0.21 -1.71 3.06  0.028
H -1.63 -0.88 2.51  0.515
H 0.32 -1.66 -0.71  0.007
H 1.06 -2.08 0.81  -0.379
H 1.96 -0.06 -1.20  -1.049
H 2.81 -0.49 0.21  -0.449
H 0.88 1.87 0.17  -0.765
H 2.51 1.49 0.83  0.740
H 0.00 1.25 2.33  -0.087
H 1.26 0.12 2.72  0.132
H -2.09 -0.52 0.13  -0.427
H -0.82 0.75 -0.42  -0.085
H -1.69 0.97 1.03  0.222
C 3.40 3.29 9.75  -1.270
C 1.89 3.00 9.37  -0.378
C 1.66 3.33 7.93  -0.651
C 0.38 3.00 7.15  -0.896
N 0.30 3.44 5.64  0.319
C 0.28 5.02 5.45  -0.426
C -1.22 5.34 5.65  -0.556
C -2.01 4.03 5.56  -0.747
C -1.03 2.91 5.07  -0.415
C 1.45 2.77 4.85  -1.171
H 3.70 4.34 9.71  0.315
H 3.95 2.86 8.92  0.355
H 3.64 3.00 10.77  0.374
H 1.25 3.63 9.99  0.317
H 1.61 1.96 9.50  0.385
H 2.52 3.12 7.29  0.360
H 1.84 4.38 7.70  0.308
H -0.47 3.43 7.67  0.325
H 0.04 1.98 7.06  0.558
H 0.65 5.25 4.45  0.421
H 0.92 5.45 6.22  0.262
H -1.46 6.01 4.83  0.304
H -1.50 5.88 6.55  0.317
H -2.87 4.13 4.90  0.467
H -2.41 3.78 6.55  0.379
H -0.84 2.83 4.00  0.008
H -1.23 1.86 5.30  0.451
H 1.29 1.70 4.98  0.250
H 2.40 3.07 5.29  0.409
H 1.39 3.11 3.81  0.484
C 3.48 -4.56 6.20  -1.476
C 4.04 -4.53 4.73  0.506
C 5.58 -4.05 4.64  -0.998
C 6.11 -4.18 3.21  -0.624
N 5.50 -3.12 2.21  0.422
C 4.11 -3.60 1.61  -0.506
C 4.19 -3.36 0.11  1.639
C 5.57 -2.64 -0.20  -0.834
C 6.38 -3.15 1.00  -0.790
C 5.31 -1.68 2.71  -0.959
H 3.95 -3.76 6.76  0.360
H 3.74 -5.42 6.81  0.365
H 2.39 -4.46 6.26  0.352
H 3.40 -3.83 4.19  -0.302
H 3.65 -5.49 4.41  0.315
H 6.21 -4.67 5.28  0.488
H 5.78 -3.04 4.99  0.403
H 6.00 -5.15 2.73  0.485
H 7.17 -3.93 3.27  0.399
H 3.31 -3.10 2.14  0.095
H 4.06 -4.68 1.78  0.132
H 3.45 -2.72 -0.37  -1.062
H 4.26 -4.31 -0.41  -0.112
H 5.39 -1.57 -0.24  0.050
H 6.08 -3.02 -1.09  0.511
H 7.34 -2.66 1.20  0.473
H 6.47 -4.22 0.82  0.409
H 6.26 -1.20 2.93  0.282
H 4.59 -1.73 3.53  0.492
H 4.96 -1.04 1.90  0.274
C -10.30 -0.63 -2.63  -1.286
C -9.08 -1.27 -1.94  -0.591
C -7.85 -1.22 -2.82  0.011
C -6.81 -2.01 -2.25  -1.153
N -5.50 -1.94 -2.95  0.762
C -5.52 -2.44 -4.39  -0.849
C -4.07 -2.71 -4.68  -0.752
C -3.31 -3.04 -3.44  -0.050
C -4.38 -2.96 -2.39  -0.585
C -4.95 -0.50 -2.85  -1.407
H -11.01 -0.38 -1.84  0.374
H -10.87 -1.18 -3.37  0.327
H -9.98 0.34 -3.03  0.340
H -9.29 -2.30 -1.65  0.412
H -9.01 -0.91 -0.92  0.464
H -7.59 -0.16 -2.88  0.231
H -7.95 -1.62 -3.83  0.219
H -7.15 -3.04 -2.18  0.536
H -6.68 -1.71 -1.21  0.103
H -6.20 -1.92 -5.06  0.400
H -6.01 -3.40 -4.21  0.427
H -3.67 -1.74 -4.99  0.345
H -3.90 -3.43 -5.49  0.484
H -2.44 -2.45 -3.15  -0.203
H -2.73 -3.96 -3.56  0.374
H -4.09 -2.63 -1.39  0.262
H -4.98 -3.87 -2.33  0.441
H -3.87 -0.40 -2.91  0.427
H -5.23 -0.07 -1.89  0.390
H -5.31 0.04 -3.73  0.330
Br 5.20 1.38 -0.42  -0.714
Br 0.93 -1.13 5.75  -0.749
Br -0.40 0.21 -3.33  -0.706
Br -4.84 -0.81 0.89  -0.663

***

Entry 2:
Formula: C7H12
Source: OMol25
Level of theory: ωB97M-V with the def2-TZVPD basis set

## Properties
Expectation value of S²   0.764
ΔE to the lowest compared entry with this formula, charge and spin   37.6 kJ/mol
Charge   -1
Kohn-Sham gap (alpha / beta)   3.80 / 7.21 eV
2S+1   2

Each line ends with the Mulliken charge.
Geometry (Å):
C 1.53 -1.79 -0.73  -1.123
C 0.48 -1.04 -1.56  -0.761
C -0.53 -0.36 -0.65  0.679
C -1.84 -0.74 -0.73  -1.144
C 0.31 2.25 2.08  -1.093
C -0.39 1.11 1.40  -0.074
C 0.00 0.74 0.13  -0.988
H 1.20 -2.65 -0.15  0.302
H 1.84 -1.09 0.04  0.273
H 2.43 -2.00 -1.32  0.407
H 1.00 -0.31 -2.18  0.342
H 0.02 -1.69 -2.31  0.324
H -2.23 -1.44 -1.47  0.294
H -2.60 -0.41 -0.02  0.291
H 0.37 3.10 1.38  0.249
H -0.18 2.78 2.90  0.396
H 1.33 1.98 2.37  0.207
H -0.97 0.44 2.02  0.251
H 0.56 1.41 -0.53  0.168

***

Entry 3:
Formula: C3H7N5O3
Source: OMol25
Level of theory: ωB97M-V with the def2-TZVPD basis set

## Properties
ΔE to the lowest compared entry with this formula, charge and spin   0.0 kJ/mol
Charge   0
Kohn-Sham gap   10.21 eV
2S+1   1

Each line ends with the Mulliken charge.
Geometry (Å):
N -2.38 0.32 -1.79  -0.270
N -2.93 -0.44 -1.20  0.794
O -3.45 -1.25 -0.54  -0.561
C 2.13 -1.05 0.70  -0.937
N 1.27 0.12 0.66  -0.179
C -0.01 0.30 1.14  0.516
N -0.58 -0.71 1.79  -0.414
O -0.63 1.26 0.78  -0.722
H 2.75 -0.94 -0.16  0.321
H 2.67 -1.06 1.68  0.301
H 1.60 -1.99 0.91  0.331
H 1.68 0.97 0.18  0.300
H -0.13 -1.42 2.40  0.198
H -1.60 -0.58 2.04  0.256
N 0.13 2.20 -1.73  -0.601
C -0.13 1.34 -2.54  0.694
O -0.23 0.70 -3.50  -0.438
H -0.16 2.23 -0.80  0.409

***

Entry 4:
Formula: C24H43As3Cl2IrN2OS
Source: OMol25
Level of theory: ωB97M-V with the def2-TZVPD basis set

## Properties
ΔE to the lowest compared entry with this formula, charge and spin   89.5 kJ/mol
Charge   +3
Kohn-Sham gap   7.04 eV
2S+1   1

Each line ends with the Mulliken charge.
Geometry (Å):
Ir 1.04 0.24 -0.59  1.192
C 1.41 3.16 1.51  -1.270
As 0.10 1.81 1.02  0.430
C -1.42 2.91 0.52  -1.419
C -0.36 1.11 2.77  -1.740
C -1.46 0.03 2.91  2.285
C -1.62 -0.18 4.43  -2.048
C -0.94 -1.30 2.34  -2.344
As -0.06 -1.52 0.60  1.098
C -1.20 -2.69 -0.45  -1.386
C 1.24 -2.84 1.18  -1.429
C -2.84 0.43 2.37  -1.861
As -3.23 0.10 0.45  0.448
C -4.69 1.38 0.27  -1.188
C -4.35 -1.48 0.71  -1.317
H 0.94 3.86 2.20  0.481
H 1.77 3.70 0.64  0.383
H 2.25 2.67 2.00  0.280
H -1.92 3.17 1.45  0.578
H -2.10 2.40 -0.14  0.124
H -1.07 3.84 0.06  0.745
H -0.65 2.01 3.33  0.781
H 0.58 0.76 3.19  0.412
H -0.66 -0.36 4.92  0.467
H -2.27 -1.04 4.63  0.478
H -2.09 0.69 4.89  0.481
H -1.72 -2.06 2.33  0.753
H -0.16 -1.66 3.01  0.754
H -1.72 -3.32 0.26  0.636
H -0.58 -3.32 -1.09  0.514
H -1.91 -2.13 -1.05  0.250
H 0.65 -3.69 1.53  0.533
H 1.84 -2.47 2.01  0.358
H 1.90 -3.17 0.38  0.276
H -3.05 1.47 2.60  0.476
H -3.59 -0.15 2.92  0.866
H -4.33 2.40 0.20  0.369
H -5.37 1.30 1.12  0.408
H -5.25 1.14 -0.64  0.460
H -3.78 -2.32 1.11  0.358
H -4.77 -1.79 -0.25  0.444
H -5.17 -1.26 1.39  0.444
C -0.88 3.11 -3.19  -1.224
C -1.40 2.35 -4.22  -0.805
C -1.16 0.99 -4.22  -1.069
C -0.46 0.42 -3.16  0.473
N -0.05 1.15 -2.10  0.658
C -0.21 2.48 -2.16  -0.224
C 0.06 -0.96 -3.19  0.991
C -0.29 -1.88 -4.16  -1.042
C 0.36 -3.11 -4.20  -0.836
C 1.36 -3.37 -3.28  -1.075
C 1.63 -2.42 -2.31  -0.441
N 1.00 -1.23 -2.24  0.334
H -0.98 4.19 -3.18  0.558
H -1.93 2.81 -5.05  0.491
H -1.46 0.38 -5.06  0.483
H 0.23 3.07 -1.37  0.691
H -1.05 -1.65 -4.88  0.562
H 0.10 -3.84 -4.96  0.502
H 1.92 -4.29 -3.29  0.524
H 2.40 -2.59 -1.57  0.667
C 3.87 -0.73 3.04  -1.098
S 3.74 -0.66 1.26  0.422
C 5.04 0.52 0.94  -0.956
O 2.36 0.10 1.10  -0.705
H 3.79 0.28 3.44  0.330
H 4.84 -1.16 3.28  0.529
H 3.08 -1.37 3.42  0.344
H 5.97 0.01 1.20  0.499
H 4.90 1.41 1.55  0.355
H 5.05 0.74 -0.12  0.262
Cl 4.43 -0.81 -2.44  -0.046
C 3.77 0.69 -3.03  -0.479
Cl 2.88 1.60 -1.72  -0.012
H 3.08 0.54 -3.85  0.331
H 4.58 1.37 -3.29  0.451